The following is a quantum chemistry calculation of 2 unconnected molecules or ions with the total composition C4H8N2O in a non-equilibrium geometry, from the Open Molecules 2025 dataset.

Structure (XYZ):
```
15
Properties=species:S:1:pos:R:3:nbo_charge:R:1
C 1.31544 -0.40027 0.84437 -0.646
C 0.86768 -0.39127 -0.57931 -0.504
C 1.16745 0.85540 -1.34744 0.444
O 1.20211 0.93693 -2.54605 -0.522
H 0.40080 -0.85278 1.42520 0.262
H 1.36978 0.60212 1.27598 0.202
H 2.26099 -0.91977 0.98542 0.216
H -0.31070 -0.38253 -0.53282 0.219
H 1.15056 -1.27705 -1.14687 0.238
H 1.24286 1.76326 -0.71257 0.093
N -1.52669 -0.50601 1.44527 -0.754
C -1.96540 -0.09351 0.37098 0.624
N -2.75065 0.11815 -0.53918 -0.691
H -1.84103 -0.20314 2.34864 0.417
H -2.58321 0.75048 -1.29163 0.401
```

Its largest force on an atom is 3.12 eV Å⁻¹. Its SMILES is CCC=O.N=C=N. For the LUMO energy, the calculation gives 0.55 eV. For the energy relative to the best compared isomer or geometry (same formula, charge and spin), the calculation gives 292.33 kJ/mol. As for the HOMO energy: -9.7355 eV.

***

The following is a quantum chemistry calculation of a molecular structure, C22H35FNbO6 in a non-equilibrium geometry, from the Open Molecules 2025 dataset.

Structure (XYZ):
```
65
Properties=species:S:1:pos:R:3:nbo_charge:R:1
C -3.82267 -3.23040 0.26433 -0.643
C -4.38649 -2.10790 -0.64974 -0.005
C -5.61872 -2.17704 -1.43713 -0.289
C -6.05884 -1.02977 -2.22757 -0.201
C -5.30226 0.23563 -2.29869 -0.277
C -4.05702 0.29892 -1.53540 0.063
C -3.08343 1.53186 -1.50931 -0.961
Nb -1.12066 0.81945 -2.52025 1.998
C 0.75000 -0.12659 -3.49363 -0.958
C 0.39758 -1.58069 -4.02833 0.048
F -0.59593 -1.56782 -5.04816 -0.396
C -3.61598 -0.86485 -0.73388 -0.254
H -4.31367 -4.22866 0.14126 0.206
H -3.80148 -2.90906 1.34705 0.202
H -2.73738 -3.36803 -0.01442 0.224
H -6.19441 -3.13753 -1.40107 0.197
H -6.99950 -1.10912 -2.83289 0.197
H -5.65599 1.09833 -2.90133 0.213
H -3.51062 2.43085 -2.02134 0.226
H -2.92291 1.73401 -0.40912 0.234
H -1.47993 1.82436 -4.00836 -0.453
H -2.05738 -0.63473 -3.16825 -0.437
H -0.67448 -0.12140 -0.99768 -0.467
H -0.17932 2.22758 -1.84726 -0.448
H 1.13149 0.49619 -4.34271 0.217
H 1.47721 -0.28713 -2.65788 0.237
H 0.04552 -2.24793 -3.19031 0.162
H 1.31175 -2.06208 -4.49613 0.126
H -2.65850 -0.81768 -0.15955 0.231
O 1.98294 1.45884 -1.03007 -0.546
C 2.05699 1.37655 0.16287 0.790
O 0.98212 1.29316 0.98913 -0.469
C 1.42045 1.31968 2.35398 -0.072
C 2.86843 0.87289 2.31795 -0.427
C 3.33238 1.39695 0.97158 -0.530
H 1.30958 2.33904 2.73522 0.172
H 0.79977 0.65081 2.95026 0.206
H 3.45468 1.24112 3.16059 0.215
H 2.92040 -0.21914 2.32441 0.207
H 3.69418 2.42567 1.03742 0.230
H 4.08813 0.75116 0.52747 0.232
O -0.18945 -1.75308 5.21741 -0.565
C -1.11445 -2.49472 5.04180 0.790
O -2.37278 -2.07698 4.74662 -0.481
C -3.25850 -3.20537 4.70968 -0.072
C -2.36695 -4.40414 4.45974 -0.431
C -1.07942 -4.00068 5.15680 -0.528
H -3.78192 -3.26863 5.66795 0.172
H -3.99216 -3.07043 3.91531 0.206
H -2.79093 -5.33987 4.82504 0.217
H -2.18508 -4.51340 3.38740 0.219
H -1.08377 -4.27628 6.21344 0.230
H -0.20399 -4.41072 4.65718 0.243
O 5.94254 4.75165 0.99977 -0.571
C 6.05740 4.45542 -0.15678 0.790
O 7.25528 4.24540 -0.76634 -0.496
C 7.04621 4.01736 -2.16803 -0.070
C 5.60799 3.55686 -2.28719 -0.429
C 4.93291 4.30580 -1.15225 -0.530
H 7.22930 4.95302 -2.70396 0.172
H 7.74893 3.26410 -2.52409 0.193
H 5.17177 3.75548 -3.26582 0.228
H 5.54624 2.48114 -2.10416 0.217
H 4.59677 5.29738 -1.46197 0.237
H 4.10805 3.73520 -0.73061 0.257
```

Its largest force on an atom is 3.24 eV Å⁻¹. For the LUMO energy, the calculation gives 2.26 eV. As for the total charge: -1. As for the HOMO energy: -3.9209 eV.

***

The following is a quantum chemistry calculation of a molecular structure, C36H48BeN5O4 in a non-equilibrium geometry, from the Open Molecules 2025 dataset.

Structure (XYZ):
```
94
Properties=species:S:1:pos:R:3:mulliken_charge:R:1
Be 0.29921 -0.09084 2.89444 -1.784
C -0.94364 0.20031 -0.67552 2.858
C 0.46710 0.10525 0.00428 -1.521
O 0.60235 0.24610 1.36480 1.156
H -1.38938 -0.75184 -0.38772 -1.546
H -1.08607 0.38675 -1.73997 -1.312
H -1.54908 0.99450 -0.23872 -1.188
H 1.19348 0.69352 -0.55641 0.193
H 0.83637 -0.91259 -0.12131 0.230
N 3.79247 0.89728 -0.83368 -0.624
C 5.07380 0.62882 -1.24654 -0.638
C 5.67225 -0.58071 -1.08648 -0.575
C 4.90050 -1.63427 -0.59553 -0.777
C 3.58334 -1.41080 -0.22258 -0.564
C 3.12762 -0.11873 -0.30956 1.654
H 5.51659 1.41534 -1.83959 0.498
H 6.62973 -0.83107 -1.51883 0.413
H 5.27930 -2.64543 -0.57407 0.434
H 2.93583 -2.20257 0.12415 0.599
H 2.11557 0.01991 0.04106 -0.477
N 0.20839 1.77306 3.11603 0.693
C 0.15201 2.53982 4.22579 -0.203
C 0.37171 3.95852 4.14848 -0.943
C 0.81860 4.55679 2.96226 -0.467
C 0.97631 3.73371 1.89549 -1.396
C 0.64707 2.37164 1.99790 0.616
H -0.08164 2.08603 5.17757 0.460
H 0.23085 4.58969 5.01345 0.509
H 1.01090 5.61678 2.88577 0.531
H 1.38734 4.18751 1.00582 0.523
H 0.71735 1.80586 1.08065 -0.026
N -0.11752 -4.68001 -2.70931 -0.561
C 0.90207 -3.85192 -2.54418 -0.839
C 0.92368 -2.85047 -1.63136 -1.307
C -0.16485 -2.74470 -0.77671 1.262
C -1.28500 -3.48989 -1.01645 -0.350
C -1.23201 -4.45131 -2.02872 -0.709
H 1.77756 -4.02079 -3.15360 0.398
H 1.76124 -2.18011 -1.50683 0.828
H -0.21862 -1.90374 -0.10120 0.357
H -2.14828 -3.24225 -0.41659 0.562
H -1.97339 -5.20749 -2.24072 0.401
N 1.76174 0.80374 3.26435 0.111
C 2.49807 0.85150 2.12034 0.803
C 3.79700 1.33245 2.09527 -0.653
C 4.32574 1.80622 3.27326 -0.640
C 3.56759 1.75935 4.47188 -1.242
C 2.30947 1.17713 4.45998 0.024
H 2.02400 0.35637 1.28578 -0.593
H 4.30761 1.40789 1.14660 0.547
H 5.37488 2.06069 3.24253 0.500
H 4.03787 1.92949 5.42911 0.475
H 1.76502 0.76254 5.29549 0.618
N -0.44122 -1.39548 2.63968 1.138
C -0.61620 -2.36686 3.59980 -0.241
C -1.62112 -3.31726 3.50172 -0.877
C -2.48858 -3.24719 2.48783 -0.676
C -2.36797 -2.31581 1.44410 -1.251
C -1.27654 -1.49354 1.54857 0.974
H -0.02643 -2.42501 4.50269 0.482
H -1.69551 -4.12606 4.21357 0.447
H -3.11279 -4.12741 2.44355 0.399
H -2.96072 -2.26314 0.54284 1.516
H -1.13623 -0.76718 0.76173 0.050
C -2.83805 -0.77438 -0.96612 0.816
C -3.18425 -1.66056 -2.15806 0.787
O -3.21000 -2.89923 -2.03793 -0.615
C -3.70755 -1.03475 -3.44999 -1.417
H -1.98720 -0.16896 -1.27857 0.309
H -2.53447 -1.46107 -0.17593 -0.931
H -3.71299 -0.25993 -0.56874 0.922
H -4.76246 -1.30565 -3.49306 0.511
H -3.17936 -1.44933 -4.30861 0.540
H -3.68036 0.05483 -3.43580 0.241
C -0.86712 -1.44681 -4.74380 -0.626
C -0.93398 0.03237 -5.06011 0.524
O -1.14432 0.43560 -6.21407 -0.591
C -0.88883 1.00222 -3.91789 0.249
H -1.73411 -1.74559 -4.15460 -0.309
H 0.11994 -1.63667 -4.32217 0.295
H -1.16306 -2.02731 -5.61761 0.371
H -0.51802 2.00407 -4.13442 0.439
H -0.19090 0.65341 -3.15674 -0.025
H -1.90432 1.09347 -3.53247 -0.450
C -2.94234 3.52099 0.82085 -0.728
C -2.64834 3.89838 -0.64187 0.455
O -2.61899 5.09752 -0.93209 -0.587
C -2.60917 2.84155 -1.72102 -0.321
H -4.01966 3.65071 0.92409 0.360
H -2.44711 4.08567 1.61078 0.249
H -2.53732 2.52129 0.97790 0.046
H -1.87149 2.07241 -1.49220 0.294
H -2.50097 3.23930 -2.73006 0.538
H -3.53003 2.25837 -1.72614 0.374
```

Its largest force on an atom is 9.07 eV Å⁻¹. For the LUMO energy, the calculation gives -3.63 eV. For the energy relative to the best compared isomer or geometry (same formula, charge and spin), the calculation gives 1235.51 kJ/mol. As for the total charge: +1. As for the HOMO energy: -10.9860 eV.

***

The following is a quantum chemistry calculation of 2 unconnected molecules or ions with the total composition C2H8NS in a non-equilibrium geometry, from the Open Molecules 2025 dataset.

Structure (XYZ):
```
12
Properties=species:S:1:pos:R:3:nbo_charge:R:1
S 0.97509 -1.86501 -1.77063 -0.076
H 1.38618 -0.71716 -1.22328 0.081
C -1.17338 2.06062 1.99518 -0.628
C -0.50539 1.46475 0.72778 -0.221
N -0.41544 0.00062 0.73916 -0.832
H -0.44166 1.95048 2.83262 0.192
H -1.43669 3.11400 1.90396 0.221
H -1.93656 1.35155 2.35345 0.222
H -1.10460 1.76617 -0.14486 0.177
H 0.42839 1.99704 0.42518 0.156
H 0.20303 -0.17417 1.53630 0.353
H -0.04115 -0.25824 -0.19834 0.354
```

Its spin multiplicity is 2. Its largest force on an atom is 2.52 eV Å⁻¹. For the LUMO energy (spin up / spin down), the calculation gives 0.88 / -2.68 eV. For the energy relative to the best compared isomer or geometry (same formula, charge and spin), the calculation gives 77.56 kJ/mol. As for the HOMO energy (spin up / spin down): -9.4610 / -9.4536 eV.